Model A:
{
  "formula": "C5H14",
  "method": "ωB97M-V/def2-TZVPD",
  "spin_multiplicity": 2,
  "charge": 1,
  "s2": 0.75,
  "orbital_gap_ev": [11.6155, 2.7058],
  "elements": ["C", "C", "H", "H", "H", "H", "H", "H", "C", "C", "C", "H", "H", "H", "H", "H", "H", "H", "H"],
  "xyz": [[1.605, -2.058, 1.081], [1.753, -2.526, -0.336], [1.723, -2.997, 1.862], [2.453, -1.604, 1.455], [0.765, -1.374, 1.228], [1.277, -1.801, -0.914], [2.763, -2.416, -0.686], [1.582, -3.496, -0.452], [-1.872, 1.904, -0.622], [-1.058, 2.406, 0.631], [-1.233, 0.708, -1.099], [-2.934, 1.809, -0.208], [-1.613, 2.721, -1.445], [-1.529, 3.225, 1.299], [-1.051, -0.088, -0.354], [-1.463, 0.191, -1.937], [-0.173, 0.957, -1.351], [-0.966, 1.625, 1.332], [-0.031, 2.814, 0.518]]
}


Model B:
{
  "formula": "C5H14",
  "method": "ωB97M-V/def2-TZVPD",
  "spin_multiplicity": 2,
  "charge": 1,
  "s2": 0.75,
  "orbital_gap_ev": [12.8895, 5.0428],
  "elements": ["C", "C", "H", "H", "H", "H", "H", "H", "C", "C", "C", "H", "H", "H", "H", "H", "H", "H", "H"],
  "xyz": [[-0.027, -1.557, 1.555], [-0.433, -2.960, 1.108], [-0.519, -0.745, 0.976], [-0.058, -1.418, 2.629], [1.031, -1.375, 1.300], [-0.661, -3.587, 1.961], [0.400, -3.398, 0.557], [-1.261, -2.986, 0.404], [0.680, 1.484, -0.605], [0.473, 1.952, -2.121], [-0.612, 1.210, 0.015], [1.297, 0.586, -0.762], [1.221, 2.234, -0.037], [-0.386, 1.425, -2.533], [-1.353, 2.053, 0.178], [1.328, 1.621, -2.713], [0.343, 3.032, -2.144], [-1.245, 0.527, -0.565], [-0.543, 1.107, 1.137]]
}


Short version: model A is the least stable of them.


Model A:
{
  "formula": "C23H32N2O2S",
  "method": "ωB97M-V/def2-TZVPD",
  "charge": 0,
  "orbital_gap_ev": 8.1072,
  "elements": ["O", "S", "O", "C", "C", "C", "N", "C", "C", "C", "C", "C", "N", "C", "C", "C", "C", "C", "C", "C", "C", "C", "C", "C", "C", "C", "C", "C", "H", "H", "H", "H", "H", "H", "H", "H", "H", "H", "H", "H", "H", "H", "H", "H", "H", "H", "H", "H", "H", "H", "H", "H", "H", "H", "H", "H", "H", "H", "H", "H"],
  "xyz": [[-1.437, -4.432, -0.193], [-0.927, -3.190, -0.712], [-0.376, -3.188, -2.042], [0.344, -2.588, 0.452], [0.958, -1.283, -0.049], [0.247, -0.074, 0.600], [0.692, 1.189, 0.043], [0.519, 2.301, 0.961], [1.196, 3.549, 0.403], [0.595, 3.910, -0.950], [0.705, 2.703, -1.874], [0.051, 1.488, -1.225], [2.397, -1.322, 0.129], [2.870, -1.171, 1.491], [4.314, -1.661, 1.579], [5.191, -0.845, 0.635], [4.616, -0.929, -0.774], [3.157, -0.479, -0.774], [-2.247, -1.972, -0.655], [-2.407, -1.093, -1.733], [-3.381, -0.136, -1.683], [-4.227, -0.027, -0.558], [-5.235, 0.956, -0.473], [-6.049, 1.032, 0.622], [-5.895, 0.128, 1.686], [-4.927, -0.836, 1.638], [-4.070, -0.940, 0.522], [-3.056, -1.917, 0.442], [-0.141, -2.509, 1.421], [1.091, -3.377, 0.473], [0.791, -1.263, -1.132], [0.476, -0.077, 1.668], [-0.846, -0.198, 0.498], [0.977, 2.034, 1.918], [-0.552, 2.511, 1.143], [2.262, 3.346, 0.284], [1.079, 4.373, 1.110], [1.114, 4.768, -1.380], [-0.456, 4.179, -0.822], [0.224, 2.907, -2.832], [1.757, 2.479, -2.058], [0.154, 0.622, -1.882], [-1.031, 1.678, -1.083], [2.238, -1.766, 2.153], [2.833, -0.118, 1.821], [4.348, -2.712, 1.289], [4.670, -1.573, 2.607], [6.217, -1.218, 0.651], [5.205, 0.197, 0.962], [4.664, -1.962, -1.123], [5.191, -0.305, -1.460], [2.741, -0.585, -1.777], [3.094, 0.582, -0.483], [-1.753, -1.209, -2.583], [-3.518, 0.552, -2.505], [-5.353, 1.649, -1.295], [-6.819, 1.787, 0.677], [-6.550, 0.201, 2.541], [-4.804, -1.536, 2.451], [-2.922, -2.630, 1.242]]
}


Model B:
{
  "formula": "C23H32N2O2S",
  "method": "ωB97M-V/def2-TZVPD",
  "charge": 0,
  "orbital_gap_ev": 8.9272,
  "elements": ["C", "C", "C", "C", "N", "C", "O", "C", "C", "C", "C", "C", "C", "S", "C", "C", "O", "N", "C", "C", "C", "C", "C", "C", "C", "C", "C", "C", "H", "H", "H", "H", "H", "H", "H", "H", "H", "H", "H", "H", "H", "H", "H", "H", "H", "H", "H", "H", "H", "H", "H", "H", "H", "H", "H", "H", "H", "H", "H", "H"],
  "xyz": [[0.847, -4.273, 1.084], [0.229, -3.042, 1.743], [1.260, -1.924, 1.885], [-1.005, -2.570, 0.952], [-0.739, -2.421, -0.458], [-1.181, -3.327, -1.348], [-1.908, -4.262, -1.066], [-0.660, -3.145, -2.745], [0.054, -4.205, -3.298], [0.557, -4.129, -4.582], [0.327, -2.996, -5.347], [-0.406, -1.949, -4.823], [-0.884, -2.015, -3.521], [-1.849, -0.645, -2.904], [-0.576, 0.683, -3.005], [-0.053, 0.914, -1.600], [0.680, 0.104, -1.058], [-0.498, 2.043, -1.029], [-0.210, 2.486, 0.336], [1.298, 2.681, 0.523], [1.572, 3.175, 1.942], [0.855, 4.505, 2.170], [-0.649, 4.307, 1.985], [-1.157, 3.275, 2.992], [-0.437, 1.947, 2.762], [1.067, 2.142, 2.947], [-0.718, 1.453, 1.345], [-0.927, 3.816, 0.564], [0.086, -5.024, 0.893], [1.311, -4.004, 0.137], [1.610, -4.705, 1.728], [-0.122, -3.321, 2.743], [2.164, -2.303, 2.358], [0.864, -1.122, 2.504], [1.527, -1.516, 0.913], [-1.798, -3.317, 1.035], [-1.366, -1.620, 1.356], [-0.115, -1.675, -0.745], [0.206, -5.089, -2.698], [1.118, -4.955, -4.993], [0.702, -2.935, -6.358], [-0.618, -1.078, -5.426], [-1.049, 1.565, -3.433], [0.222, 0.325, -3.651], [-1.141, 2.617, -1.551], [1.665, 3.404, -0.209], [1.806, 1.732, 0.348], [2.650, 3.315, 2.071], [1.222, 5.254, 1.464], [1.059, 4.869, 3.179], [-1.167, 5.260, 2.144], [-2.235, 3.141, 2.875], [-0.973, 3.629, 4.008], [-0.803, 1.205, 3.481], [1.275, 2.480, 3.965], [1.588, 1.195, 2.794], [-1.790, 1.298, 1.200], [-0.208, 0.508, 1.165], [-0.574, 4.556, -0.159], [-2.003, 3.683, 0.423]]
}


Short version: model A is the least stable of them.


Model A:
{
  "formula": "C2H4BrCl",
  "method": "ωB97M-V/def2-TZVPD",
  "charge": 0,
  "orbital_gap_ev": [8.9561, 8.9549],
  "elements": ["C", "C", "Cl", "Br", "H", "H", "H", "H"],
  "xyz": [[0.879, -0.052, -0.478], [-0.609, 0.054, 0.228], [-2.310, 1.754, 0.512], [1.335, -1.816, -0.016], [1.133, 0.041, -1.583], [1.385, 0.732, 0.124], [-1.390, -0.685, -0.079], [-0.422, -0.027, 1.292]]
}


Model B:
{
  "formula": "C2H4BrCl",
  "method": "ωB97M-V/def2-TZVPD",
  "charge": 0,
  "orbital_gap_ev": 11.0436,
  "elements": ["C", "C", "Cl", "Br", "H", "H", "H", "H"],
  "xyz": [[-0.829, -0.311, -0.365], [0.690, 0.352, 0.479], [0.985, 2.027, -0.103], [2.082, -0.812, -0.004], [-1.066, 0.161, -1.341], [-0.840, -1.354, -0.465], [-1.732, -0.233, 0.195], [0.711, 0.168, 1.604]]
}


Short version: model A is the least stable of them.